DFT (ωB97M-V with the def2-TZVPD basis set) results for C16H32LiO8P as an isolated structure.

Summary:
Total energy   -42980.4855 eV
HOMO-LUMO gap   0.0686 Eh
ΔE to the lowest compared entry with this formula, charge and spin   579.3 kJ/mol
Net charge   -2

Positions of all 58 atoms, in Å:
Li1 1.2598 -0.4514 1.4109
P1 0.5374 1.1598 4.2023
O1 -0.4876 2.2825 4.3497
O2 1.1745 0.7467 5.5299
O3 1.8110 1.4476 3.2851
O4 -0.2488 0.0398 3.5147
C1 1.5050 6.2157 -0.9311
C2 0.9386 5.6837 0.3801
C3 -0.2247 4.7766 -0.0068
O5 -0.4572 5.0721 -1.3419
C4 0.2497 6.2559 -1.7585
H1 2.1464 5.4468 -1.3619
H2 2.0356 7.1616 -0.8219
H3 0.6711 6.4459 1.1120
H4 1.6778 5.0530 0.8740
H5 -1.1552 5.0904 0.4662
H6 0.0907 3.7510 0.1848
H7 -0.2684 7.2130 -1.6989
H8 0.4168 6.2094 -2.8347
C5 3.5147 -5.3586 2.7271
C6 4.0228 -5.3090 1.3220
C7 4.4394 -3.8620 1.2465
O6 3.3032 -3.2569 1.8627
C8 2.7230 -4.0913 2.8509
H9 4.3503 -5.4182 3.4245
H10 2.9564 -6.2745 2.9211
H11 3.1951 -5.5092 0.6416
H12 4.8440 -5.9804 1.0710
H13 4.6831 -3.5095 0.2442
H14 5.3272 -3.6585 1.8453
H15 1.7071 -4.4351 2.6564
H16 2.8900 -3.8070 3.8898
C9 1.0166 -2.9858 -3.4470
C10 1.5666 -1.8009 -4.1529
C11 1.8233 -0.7795 -3.0267
O7 0.9679 -1.2792 -1.9359
C12 0.1488 -2.4179 -2.3500
H17 1.8527 -3.5540 -3.0394
H18 0.4597 -3.6553 -4.1026
H19 0.7979 -1.4718 -4.8522
H20 2.5061 -1.9357 -4.6888
H21 1.6451 0.2447 -3.3543
H22 2.8314 -1.0850 -2.7466
H23 -0.8489 -2.1405 -2.6903
H24 0.0412 -3.0998 -1.5066
C13 -6.7426 0.5740 -0.2868
C14 -5.4709 -0.1005 -0.7816
C15 -4.3815 0.6170 0.0051
O8 -4.9601 0.7718 1.3033
C16 -6.3662 0.9833 1.1728
H25 -7.5483 -0.1594 -0.3178
H26 -7.0403 1.4244 -0.9003
H27 -5.3712 0.0038 -1.8620
H28 -5.5177 -1.1670 -0.5613
H29 -4.0896 1.5597 -0.4577
H30 -3.4846 0.0079 0.1172
H31 -6.6177 2.0297 1.3455
H32 -6.8466 0.2861 1.8593

Atom-resolved charges from Mulliken, all expressed in e: Li 0.460; P 0.725; O -0.832; O -0.844; O -0.792; O -0.744; C -0.406; C -0.587; C -0.390; O -0.401; C -0.495; H 0.249; H 0.312; H 0.288; H 0.306; H 0.249; H 0.279; H 0.258; H 0.296; C -0.734; C -0.539; C -0.457; O -0.287; C -0.263; H 0.275; H 0.369; H 0.236; H 0.354; H 0.320; H 0.252; H 0.290; H 0.251; C -0.579; C -0.731; C -0.487; O -0.257; C -0.326; H 0.220; H 0.376; H 0.305; H 0.389; H 0.311; H 0.282; H 0.281; H 0.230; C -0.512; C -0.480; C -0.452; O -0.362; C -0.447; H 0.270; H 0.284; H 0.318; H 0.269; H 0.235; H 0.325; H 0.263; H 0.276

DFT (ωB97M-V with the def2-TZVPD basis set) results for C16H32N3O2PPdS5 as an isolated structure.

Summary:
Total energy   -92624.0472 eV
HOMO-LUMO gap   0.1371 Eh
ΔE to the lowest compared entry with this formula, charge and spin   91.1 kJ/mol
Net charge   -2

Positions of all 60 atoms, in Å:
Pd1 -2.1811 -1.4985 1.3879
S1 -4.6404 -0.1627 1.8933
S2 -5.0567 -1.3757 3.5325
S3 -4.4942 -3.2794 3.0365
S4 -2.4049 -3.3050 2.9822
O1 1.6584 -0.6156 1.1789
P1 1.3539 0.7441 0.7051
N1 0.2487 1.6133 1.5806
C1 -1.1354 1.1248 1.8296
C2 -1.9883 2.3932 1.8004
C3 -1.0303 3.4537 2.3214
C4 0.2738 3.0872 1.6227
N2 0.9793 0.7431 -0.8996
C5 0.5478 1.9214 -1.6372
C6 0.7370 1.5187 -3.0980
C7 0.4076 0.0294 -3.0639
C8 1.0409 -0.4484 -1.7566
N3 2.6795 1.8076 0.7735
C9 3.7373 1.5254 -0.2148
C10 5.0526 1.7159 0.5443
C11 4.6683 1.3257 1.9697
C12 3.2930 1.9693 2.0970
H1 -1.2068 0.6351 2.7998
H2 -1.5463 0.4518 1.0499
H3 -2.9054 2.2554 2.3690
H4 -2.2706 2.6148 0.7660
H5 -0.9098 3.3539 3.4039
H6 -1.3382 4.4794 2.1061
H7 1.1505 3.4560 2.1572
H8 0.2950 3.5223 0.6164
H9 1.1460 2.7988 -1.3638
H10 -0.5050 2.1521 -1.4297
H11 1.7818 1.6785 -3.3873
H12 0.1043 2.0958 -3.7738
H13 0.7772 -0.5209 -3.9320
H14 -0.6642 -0.1417 -2.9787
H15 2.0836 -0.7633 -1.8936
H16 0.4604 -1.2619 -1.3255
H17 3.6508 2.1888 -1.0803
H18 3.6664 0.4941 -0.5761
H19 5.3635 2.7647 0.5141
H20 5.8604 1.1149 0.1242
H21 5.3775 1.6663 2.7262
H22 4.5593 0.2417 2.0461
H23 3.3914 3.0359 2.3446
H24 2.6727 1.5028 2.8635
O2 -2.0827 -1.4783 -1.8401
S5 -2.7854 -2.3486 -0.8213
C13 -3.7778 -3.4523 -1.9746
C14 -2.9943 -4.7417 -2.2421
C15 -1.5379 -4.4769 -1.8412
C16 -1.6426 -3.7217 -0.5299
H25 -3.8622 -2.8127 -2.8522
H26 -4.7679 -3.6229 -1.5532
H27 -3.0862 -5.0552 -3.2869
H28 -3.3904 -5.5491 -1.6205
H29 -1.0491 -3.8459 -2.5890
H30 -0.9595 -5.3987 -1.7336
H31 -0.7253 -3.2895 -0.1308
H32 -2.0798 -4.3095 0.2836

Atom-resolved charges from Mulliken, all expressed in e: Pd -0.363; S -0.625; S -0.213; S -0.214; S -0.667; O -0.957; P -0.193; N 0.491; C 0.120; C -0.820; C -0.679; C -0.194; N 0.797; C -0.390; C -0.854; C -0.517; C -0.135; N 0.107; C -0.422; C -0.657; C -0.751; C -0.815; H 0.485; H -0.299; H 0.380; H 0.217; H 0.307; H 0.388; H 0.041; H 0.179; H 0.371; H 0.114; H 0.286; H 0.420; H 0.423; H 0.134; H 0.287; H -0.228; H 0.120; H 0.229; H 0.297; H 0.372; H 0.403; H 0.309; H 0.353; H 0.413; O -0.766; S 0.901; C -0.865; C -0.594; C -0.594; C -0.868; H 0.316; H 0.312; H 0.338; H 0.290; H 0.233; H 0.403; H 0.368; H 0.478

DFT (ωB97M-V with the def2-TZVPD basis set) results for C16H32N3OPSiW as an isolated structure.

Summary:
Total energy   -42617.2413 eV
HOMO-LUMO gap (alpha / beta)   0.1823 / 0.2827 Eh
ΔE to the lowest compared entry with this formula, charge and spin   0.0 kJ/mol
Multiplicity   3

Positions of all 55 atoms, in Å:
W1 -0.2116 -0.0832 -0.0844
Si1 0.1858 -2.1084 -1.3809
P1 0.5366 1.2081 -2.1883
N1 -1.9364 0.2356 -0.3615
H1 0.6199 1.3523 0.4049
C1 0.8529 2.9988 -2.1594
H2 1.0001 3.4019 -3.1779
H3 1.7512 3.2125 -1.5675
H4 0.0057 3.5234 -1.7009
C2 1.9470 0.6012 -3.1916
H5 2.0639 1.2263 -4.0958
H6 1.7989 -0.4369 -3.5132
H7 2.8751 0.6495 -2.6080
C3 -0.8484 1.0982 -3.4128
H8 -0.5804 1.6387 -4.3404
H9 -1.7541 1.5514 -2.9871
H10 -1.0644 0.0515 -3.6619
C4 1.8824 -2.9588 -1.6231
H11 2.3082 -3.1907 -0.6429
H12 2.5839 -2.3308 -2.1801
H13 1.7403 -3.9007 -2.1745
H14 -0.5850 -3.2319 -0.8409
H15 -0.2057 -2.0572 -2.8171
C5 -3.2559 0.0794 -0.6192
C6 -5.4573 0.8994 -0.2328
C7 -4.1000 1.0085 0.0100
C8 -3.6886 -0.9998 -1.4305
C9 -5.0549 -1.0982 -1.6702
C10 -5.9082 -0.1462 -1.0695
H16 -6.1224 1.6344 0.2310
H17 -3.5872 1.7533 0.6221
H18 -2.9196 -1.6801 -1.8279
H19 -5.4259 -1.9062 -2.3175
H20 -6.9762 -0.2254 -1.2582
C11 3.3810 -0.1233 0.5860
O1 2.4890 -0.4815 -0.2055
C12 3.1166 0.5416 1.9002
H21 4.0050 1.0988 2.2283
H22 2.9179 -0.2094 2.6754
H23 2.2883 1.2628 1.9159
C13 4.7757 -0.4389 0.1381
H24 5.3371 0.4845 -0.0532
H25 4.6547 -0.9844 -0.8021
H26 5.2560 -1.0931 0.8734
C14 1.1649 0.1486 4.9680
N2 -0.0979 -0.2771 4.2607
C15 -1.2984 -0.3732 5.1168
C16 -0.1107 -0.4751 3.0093
N3 0.0389 -0.4126 1.8120
H27 0.9275 0.2384 6.0218
H28 1.5320 1.1123 4.5779
H29 1.9716 -0.5966 4.8257
H30 -2.0645 0.3571 4.8146
H31 -1.7583 -1.3727 5.0535
H32 -0.9963 -0.1760 6.1511

Atom-resolved charges from Mulliken, all expressed in e: W 0.035; Si 0.399; P 0.912; N 0.067; H -0.308; C -1.315; H 0.413; H 0.336; H 0.347; C -1.153; H 0.445; H 0.258; H 0.233; C -1.276; H 0.451; H 0.320; H 0.268; C -0.995; H 0.228; H 0.224; H 0.372; H -0.323; H -0.239; C 0.560; C -0.513; C -0.365; C -0.020; C -0.571; C -0.414; H 0.341; H 0.408; H 0.156; H 0.352; H 0.333; C 0.629; O -0.241; C -1.050; H 0.411; H 0.187; H 0.263; C -1.349; H 0.326; H 0.305; H 0.389; C -0.799; N -0.054; C -0.799; C 0.593; N -0.508; H 0.331; H 0.262; H 0.268; H 0.305; H 0.304; H 0.262

DFT (ωB97M-V with the def2-TZVPD basis set) results for a single C16H32N4O3 molecule.

Summary:
Total energy   -29215.0318 eV
HOMO-LUMO gap   0.3456 Eh
ΔE to the lowest compared entry with this formula, charge and spin   70.2 kJ/mol

Positions of all 55 atoms, in Å:
C1 6.8054 1.4822 5.0704
C2 6.3139 0.1584 4.4959
C3 5.3131 0.3277 3.3516
C4 3.9656 0.8816 3.8103
C5 2.9673 1.0617 2.6656
C6 2.4703 -0.2570 2.0771
C7 1.4000 -0.0304 1.0136
C8 0.9213 -1.3546 0.4118
N1 -0.0748 -1.1583 -0.6115
C9 0.2700 -1.0221 -1.9219
O1 1.3908 -0.9454 -2.3751
N2 -0.8958 -0.9880 -2.6571
C10 -0.9308 -0.7366 -4.0720
C11 -2.0395 -0.8429 -1.8081
N3 -2.4876 0.5395 -1.8168
O2 -1.5344 1.4959 -1.3940
C12 -3.8266 0.8438 -1.6392
O3 -4.6817 -0.0013 -1.8174
N4 -4.0694 2.1331 -1.3229
C13 -5.4063 2.6459 -1.1761
C14 -1.5061 -1.3652 -0.4442
C15 -2.0805 -0.6073 0.7477
C16 -1.8227 -2.8615 -0.3292
H1 7.5695 1.3054 5.8241
H2 7.2356 2.1004 4.2852
H3 5.9934 2.0338 5.5369
H4 7.1751 -0.4017 4.1235
H5 5.8546 -0.4341 5.2907
H6 5.1595 -0.6465 2.8840
H7 5.7387 0.9943 2.5979
H8 3.5372 0.2123 4.5604
H9 4.1213 1.8529 4.2830
H10 2.1063 1.6223 3.0392
H11 3.4293 1.6569 1.8750
H12 2.0598 -0.8769 2.8786
H13 3.3027 -0.8002 1.6280
H14 0.5535 0.5019 1.4508
H15 1.8064 0.5849 0.2093
H16 0.5106 -1.9989 1.1924
H17 1.7736 -1.8620 -0.0514
H18 0.0999 -0.7362 -4.4242
H19 -1.4900 -1.5254 -4.5796
H20 -1.3984 0.2256 -4.3003
H21 -2.9051 -1.4110 -2.1633
H22 -0.8150 1.4660 -2.0442
H23 -3.2863 2.7471 -1.1677
H24 -5.5943 3.4494 -1.8914
H25 -6.0923 1.8230 -1.3701
H26 -5.5693 3.0222 -0.1641
H27 -3.1659 -0.6690 0.7221
H28 -1.7866 0.4382 0.7200
H29 -1.7283 -1.0462 1.6774
H30 -2.8977 -3.0106 -0.2778
H31 -1.3701 -3.2776 0.5674
H32 -1.4311 -3.3925 -1.1938

Atom-resolved charges from Mulliken, all expressed in e: C -1.177; C -0.549; C -0.369; C -0.560; C -0.714; C -0.618; C -0.053; C -1.549; N 0.693; C 0.530; O -0.721; N 0.035; C -1.054; C -1.206; N 0.348; O -0.564; C 0.719; O -0.683; N -0.224; C -0.883; C 1.645; C -2.155; C -1.722; H 0.368; H 0.287; H 0.317; H 0.337; H 0.313; H 0.244; H 0.259; H 0.286; H 0.309; H 0.363; H 0.367; H 0.268; H 0.262; H 0.212; H 0.275; H 0.315; H 0.432; H 0.418; H 0.294; H 0.323; H 0.588; H 0.399; H 0.175; H 0.283; H 0.334; H 0.284; H 0.429; H 0.422; H 0.412; H 0.446; H 0.350; H 0.461

Which of these has the highest ΔE to the lowest compared entry with this formula, charge and spin?
C16H32LiO8P

What is the formula in the third record?
C16H32N3OPSiW

Look up the total energy of the third one.
-42617.2413 eV